Entry 1:
64
Properties=species:S:1:pos:R:3:forces:R:3 method="wB97M-V/def2-TZVPD" de_lowest_ev=0.000 lumo_energy_ev=2.85 charge=-1 energy_ha=-1987.17311 spin_multiplicity=1 largest_force_ev_per_a=0.4
Pd -0.0379 0.4697 0.7974 -0.1 -0.3 0.3
O 3.0069 -3.4895 2.9850 0.0 0.0 0.0
C 3.9149 -2.5988 2.5503 0.0 -0.1 0.0
C 5.2624 -2.8910 2.7681 0.0 0.0 0.0
C 6.2472 -2.0194 2.3453 0.0 0.0 0.0
C 5.9105 -0.8355 1.6955 0.0 0.0 0.0
C 4.5765 -0.5460 1.4743 0.0 0.0 0.0
C 3.5630 -1.4091 1.8898 0.0 0.0 0.1
C 2.1471 -1.0241 1.6370 -0.1 -0.2 0.0
O 1.9496 0.0655 0.9906 0.0 0.2 -0.1
N 1.2118 -1.8340 2.1031 0.1 0.2 -0.1
N -0.0546 -1.3633 1.7941 0.2 0.1 0.1
C -1.0648 -1.8169 2.4278 -0.1 0.0 -0.2
C -2.4286 -1.3623 2.2012 0.1 0.1 0.1
C -3.4266 -2.0856 2.8780 0.0 0.0 0.0
C -4.7642 -1.7800 2.7883 0.0 0.0 0.0
C -5.1381 -0.6883 1.9953 0.0 0.0 0.0
C -4.1960 0.0484 1.3240 0.0 -0.1 0.0
C -2.8066 -0.2434 1.3889 -0.1 -0.2 0.0
O -2.0345 0.5306 0.6938 0.2 0.2 0.0
H 2.1121 -3.1157 2.7618 0.0 0.0 0.0
H 5.5053 -3.8153 3.2766 0.0 0.0 0.0
H 7.2873 -2.2646 2.5256 0.0 0.0 0.0
H 6.6796 -0.1488 1.3670 0.0 0.0 0.0
H 4.2799 0.3672 0.9746 0.0 0.0 0.0
H -0.9039 -2.5897 3.1809 0.0 0.0 0.0
H -3.1087 -2.9236 3.4901 0.0 0.0 0.0
H -5.5035 -2.3617 3.3227 0.0 0.0 0.0
H -6.1835 -0.4121 1.9130 0.0 0.0 0.0
H -4.4800 0.9004 0.7190 0.0 0.0 0.0
C 3.8871 5.0886 1.5285 0.0 0.0 0.0
C 3.6241 3.8518 2.0976 0.0 0.0 0.0
C 2.5088 3.1228 1.6994 0.0 -0.1 0.0
C 1.6318 3.6049 0.7278 -0.1 0.1 -0.1
C 1.9182 4.8558 0.1687 0.0 0.0 0.0
C 3.0268 5.5923 0.5599 0.0 0.0 0.0
Si 0.0512 2.6753 0.1979 0.1 0.2 -0.1
C -0.0885 3.0003 -1.6725 0.0 0.0 0.0
C 0.5664 2.1401 -2.5583 0.0 0.0 0.0
C 0.5519 2.3583 -3.9284 0.0 0.0 0.0
C -0.1318 3.4488 -4.4508 0.0 0.0 0.0
C -0.7965 4.3128 -3.5923 0.0 0.0 0.0
C -0.7722 4.0871 -2.2212 0.0 0.0 0.0
C -1.3575 3.6617 1.0053 0.0 0.0 -0.1
C -2.6800 3.5078 0.5747 0.0 0.0 0.0
C -3.7227 4.1914 1.1816 0.0 0.0 0.0
C -3.4687 5.0472 2.2469 0.0 0.0 0.0
C -2.1663 5.2114 2.6947 0.0 0.0 0.0
C -1.1274 4.5249 2.0769 0.0 0.0 0.0
H 4.7577 5.6571 1.8337 0.0 0.0 0.0
H 4.2902 3.4457 2.8501 0.0 0.0 0.0
H 2.3231 2.1520 2.1421 0.0 0.0 0.0
H 1.2627 5.2616 -0.5948 0.0 0.0 0.0
H 3.2227 6.5575 0.1074 0.0 0.0 0.0
H 1.0933 1.2776 -2.1624 0.0 0.0 0.0
H 1.0689 1.6743 -4.5910 0.0 0.0 0.0
H -0.1501 3.6207 -5.5204 0.0 0.0 0.0
H -1.3370 5.1638 -3.9903 0.0 0.0 0.0
H -1.3012 4.7705 -1.5653 0.0 0.0 0.0
H -2.8953 2.8276 -0.2415 0.0 0.0 0.0
H -4.7383 4.0529 0.8288 0.0 0.0 0.0
H -4.2823 5.5798 2.7249 0.0 0.0 0.0
H -1.9569 5.8745 3.5259 0.0 0.0 0.0
H -0.1138 4.6686 2.4368 0.0 0.0 0.0


Entry 2:
16
Properties=species:S:1:pos:R:3:forces:R:3 method="wB97M-V/def2-TZVPD" de_lowest_ev=3.218 lumo_energy_ev=-3.63 charge=+1 energy_ha=-1400.74948 spin_multiplicity=1 largest_force_ev_per_a=1.9
C 2.0017 -1.5376 -0.8562 0.5 -0.5 -0.8
C 0.2185 -0.5139 0.4124 -0.2 0.4 -0.1
N -0.1577 1.8820 -0.3501 -1.0 0.4 0.1
N 1.4458 -0.8355 0.2651 0.0 0.3 0.7
Si -1.5281 2.7525 -0.3828 1.6 -1.0 0.0
Cl -2.5984 -1.9495 1.2389 0.1 -0.1 -0.2
Cl -3.1752 1.7215 0.0021 -0.5 -0.2 0.1
H 2.7085 -0.8998 -1.3907 -0.1 0.0 0.0
H 2.5471 -2.4156 -0.5004 -0.1 0.1 0.0
H 1.2129 -1.8562 -1.5356 0.0 0.1 0.1
H -0.1279 -0.0373 1.3141 0.1 0.0 0.1
H -0.5143 -0.7792 -0.3356 0.1 -0.1 0.0
H 0.7605 2.2762 -0.4901 0.0 0.3 -0.1
H -3.0926 -1.3812 2.2663 -0.1 0.1 0.2
H 2.1225 -0.5698 0.9800 -0.3 0.0 0.0
H -1.8233 4.1433 -0.6374 0.0 0.4 -0.1


Entry 3:
14
Properties=species:S:1:pos:R:3:forces:R:3 method="wB97M-V/def2-TZVPD" de_lowest_ev=1.479 lumo_energy_ev=1.02 energy_ha=-324.67013 spin_multiplicity=1 largest_force_ev_per_a=0.5
H -2.7804 1.2063 0.5467 0.2 -0.1 0.4
N -1.9000 1.5322 0.1578 0.2 -0.3 0.3
C -0.9106 0.7793 0.3727 -0.1 0.1 -0.2
O -0.8848 -0.4136 1.0802 -0.2 0.5 0.0
C 0.4398 -0.9800 1.0733 0.2 0.0 0.0
C 1.1328 -0.3442 -0.1078 0.0 -0.1 0.2
C 0.2659 -0.2833 -1.3257 -0.2 -0.3 -0.3
C 0.3646 0.9027 -0.3870 -0.1 0.1 -0.1
H 0.3766 -2.0670 0.9684 -0.3 0.1 0.1
H 0.9300 -0.7375 2.0209 0.0 0.0 -0.1
H 2.2172 -0.3805 -0.1871 -0.3 0.0 0.0
H -0.7063 -0.7830 -1.2570 0.5 0.0 -0.2
H 0.6544 -0.2984 -2.3295 0.4 0.3 0.0
H 0.8007 1.8671 -0.6260 -0.2 -0.3 -0.1